Molecular formula: C20H29ClNPTi
Method: DFT, ωB97M-V/def2-TZVPD

Calculated values
LUMO (spin up / spin down) (eV): 0.44 / 0.07
Spin multiplicity: 3
Total charge: 0
Frontier orbital gap (spin up / spin down) (eV): 6.12 / 7.24
Calculated total energy (eV): -67623.747
HOMO (spin up / spin down) (eV): -5.7 / -7.2

Each line ends with the Löwdin charge.
Positions of all 53 atoms, in Å:
Ti  -0.32481  0.15733  0.10257  0.52
Cl  2.55186  -2.21019  0.99323  0.70
P  0.63165  0.11415  -2.17608  0.79
N  -2.12480  1.36499  0.50736  -0.36
C  0.89888  4.25744  0.84919  -0.06
C  2.28203  3.55224  -0.99699  -0.06
C  -0.63720  2.74180  2.07957  -0.14
C  -1.11180  -2.67756  2.54647  -0.06
C  -3.21698  0.37079  0.60700  -0.09
C  0.74950  1.99060  0.04568  -0.17
C  2.11039  1.21171  -1.93456  -0.29
C  -2.01940  2.14560  1.77904  -0.18
C  -0.03170  -4.84909  2.51216  -0.11
C  -0.39822  0.99830  -3.40810  -0.26
C  1.13573  -4.26895  1.99897  -0.12
C  1.32168  -1.30122  -3.10408  -0.26
C  0.17526  -0.58443  2.03259  -0.25
C  -1.15372  -4.05345  2.75016  -0.11
C  0.31884  2.98272  0.94062  -0.27
C  1.86145  4.54869  -0.11248  -0.09
C  -2.44623  2.30058  -0.59151  -0.07
C  1.17306  -2.89960  1.77057  -0.64
C  1.72633  2.27235  -0.92857  -0.32
C  0.08373  -2.06065  2.10385  -0.36
H  0.26825  -1.52177  -0.34240  0.01
H  -2.77788  2.94524  1.69824  0.12
H  -1.98885  -2.05395  2.74053  0.10
H  0.51495  -2.02571  -3.28906  0.04
H  -0.17297  2.12337  2.86743  0.11
H  -4.18643  0.89186  0.50100  0.10
H  -0.84333  3.70868  2.55741  0.11
H  1.99868  -4.89124  1.74498  0.10
H  0.01817  1.02224  -4.42547  0.04
H  -0.07368  -5.92577  2.68398  0.10
H  -0.46927  -1.46852  -0.68764  0.02
H  -0.62048  2.02204  -3.08263  0.04
H  -1.65854  3.05015  -0.69892  0.09
H  1.19069  -0.17583  2.17730  0.05
H  -2.34384  1.49961  2.60568  0.11
H  -2.56407  1.74363  -1.52633  0.08
H  1.77223  -1.02820  -4.07512  0.05
H  2.92678  0.58480  -1.53023  0.10
H  2.46585  1.64058  -2.88807  0.09
H  3.01631  3.75961  -1.76606  0.10
H  0.57364  5.03631  1.53391  0.10
H  -3.39695  2.80482  -0.33946  0.10
H  2.28390  5.54756  -0.19108  0.10
H  -2.09335  -4.50830  3.09084  0.10
H  -1.36417  0.48412  -3.46319  0.03
H  2.10897  -1.80239  -2.52432  0.04
H  -3.18620  -0.14953  1.57382  0.08
H  -0.53452  -0.08965  2.71341  0.04
H  -3.11386  -0.37123  -0.19630  0.08

Cartesian forces (eV/Å) of the 6 atoms listed first:
Ti 0.160 0.211 0.535
Cl 0.451 0.138 -0.019
P 0.888 1.197 -0.504
N -0.411 0.170 0.240
C -0.104 -0.042 -0.050
C -0.245 -0.141 0.098

Molecular formula: C20H29CrFN2P2SeSi
Method: DFT, ωB97M-V/def2-TZVPD

Calculated values
LUMO (spin up / spin down) (eV): 0.16 / -0.12
Spin multiplicity: 5
Total charge: 0
Frontier orbital gap (spin up / spin down) (eV): 7.24 / 7.12
Calculated total energy (eV): -147134.750
HOMO (spin up / spin down) (eV): -7.1 / -7.2

Each line ends with the Löwdin charge.
Positions of all 57 atoms, in Å:
Se  5.17209  2.40518  1.15585  0.47
Cr  0.78568  0.48531  0.29723  0.33
P  -0.83891  -1.28246  0.45843  0.86
P  0.63645  0.39957  2.70064  0.85
Si  1.53033  -0.25419  -2.75846  0.34
F  -0.80265  2.24929  0.09195  -0.03
N  2.43072  1.59305  0.44051  -0.07
N  0.46041  0.60947  -1.70644  -0.19
C  -0.83172  1.74874  -3.49125  -0.04
C  -2.33256  3.56022  -2.92990  -0.11
C  -1.77148  -2.10542  4.91370  -0.07
C  -2.25598  -2.48910  2.59271  -0.08
C  0.63911  -1.50217  -3.82666  -0.17
C  -0.44464  1.55413  -2.15055  -0.32
C  2.06754  0.27302  3.79892  -0.23
C  -0.54404  -0.90464  3.21436  -0.36
C  -1.26895  -1.57532  2.22068  -0.36
C  -0.79753  -1.18938  4.55706  -0.08
C  -1.10057  2.41085  -1.25510  -0.21
C  -0.19131  1.91940  3.27104  -0.23
C  -0.31422  -2.94531  -0.05948  -0.23
C  2.72717  -1.21737  -1.69830  -0.17
C  -2.41964  -1.06333  -0.39631  -0.23
C  -2.51182  -2.74920  3.92769  -0.07
C  -2.00063  3.38847  -1.59026  -0.03
C  2.52230  0.87777  -3.84563  -0.16
C  3.51817  1.92567  0.71449  -0.96
C  -1.74226  2.72680  -3.86897  -0.10
H  1.78834  0.46550  4.83480  0.04
H  -1.96101  -2.31541  5.95867  0.11
H  -3.03624  4.32580  -3.22601  0.10
H  2.24928  -2.00452  -1.10829  0.01
H  1.91786  1.65175  -4.32233  0.03
H  2.80544  1.01187  3.47915  0.04
H  -1.10720  2.07687  2.70306  0.04
H  -0.01322  -2.14090  -3.22412  0.01
H  3.03399  0.31301  -4.63147  0.04
H  -2.20556  -0.80102  -1.43449  0.05
H  -1.99380  2.83303  -4.91695  0.10
H  3.27499  -0.55862  -1.02010  0.02
H  -0.39826  1.11257  -4.25231  0.08
H  -2.97448  -0.24016  0.05301  0.06
H  0.47018  2.76845  3.09240  0.06
H  0.01752  -1.03574  -4.59508  0.02
H  0.60779  -3.22276  0.44993  0.05
H  2.52453  -0.71232  3.71589  0.06
H  -3.01851  -1.97423  -0.36389  0.05
H  -0.13002  -2.95247  -1.13291  0.03
H  3.28196  1.37541  -3.23535  0.04
H  -2.42348  4.00693  -0.80842  0.12
H  -0.42554  1.85081  4.33433  0.05
H  -2.82689  -3.01197  1.83318  0.10
H  -3.28183  -3.45843  4.20307  0.11
H  -1.09187  -3.67100  0.18186  0.05
H  1.36239  -2.14776  -4.33617  0.04
H  -0.23217  -0.68741  5.33415  0.10
H  3.46475  -1.70633  -2.34354  0.04

Cartesian forces (eV/Å) of the 6 atoms listed first:
Se -0.176 -0.040 -0.013
Cr 0.053 0.012 -0.600
P -0.067 -0.082 0.372
P -0.184 -0.049 0.116
Si -0.134 0.117 0.129
F -0.046 0.070 -0.030

Molecular formula: C20H29CrGeNO4
Method: DFT, ωB97M-V/def2-TZVPD

Calculated values
LUMO (spin up / spin down) (eV): -7.90 / -7.97
Spin multiplicity: 5
Total charge: +2
Frontier orbital gap (spin up / spin down) (eV): 5.50 / 6.94
Calculated total energy (eV): -115813.816
ΔE to the lowest compared entry with this formula, charge and spin (kcal per mole): 0.0
HOMO (spin up / spin down) (eV): -13.4 / -14.9

Each line ends with the Löwdin charge.
Positions of all 56 atoms, in Å:
Ge  -0.35900  2.00179  0.49157  1.15
Cr  1.32883  -1.37458  -0.84187  0.85
O  3.36632  -2.81361  -2.09228  0.13
O  0.50459  0.57965  -1.06117  -0.08
O  -0.26718  2.02050  -2.50617  0.19
O  3.44826  -3.69640  -4.16628  0.18
N  1.49223  -1.03627  -2.87938  0.09
C  3.03746  -2.83906  -3.24457  -0.45
C  -3.43411  -1.46432  2.16667  -0.08
C  1.05397  -0.63834  -5.60896  0.04
C  1.61561  -1.81561  1.37265  -0.15
C  -2.72306  0.24599  0.42957  -0.27
C  -2.21780  1.67150  0.17311  -0.29
C  -0.68091  3.04352  3.40295  -0.29
C  0.73492  1.46368  1.96235  -0.31
C  0.53768  0.23893  -4.67830  0.06
C  1.48201  -3.58347  -0.06415  -0.13
C  -2.85851  -0.07584  1.91378  -0.28
C  0.72313  2.60487  2.99500  -0.27
C  0.17136  -3.07285  0.09384  -0.14
C  2.05737  -1.83836  -3.79754  -0.11
C  0.31908  0.89297  -2.26367  -0.38
C  0.24853  -1.97042  0.97765  -0.19
C  -0.67457  4.18315  4.41272  -0.09
C  1.84738  -1.68246  -5.15459  0.08
C  0.78407  0.00726  -3.33593  -0.15
C  2.36464  -2.81740  0.74064  -0.11
H  -0.29671  2.25720  -3.44659  0.16
H  -0.16568  3.87534  5.32918  0.09
H  0.36606  0.52891  2.37879  0.06
H  -4.43194  -1.55360  1.73313  0.09
H  -1.88628  0.02693  2.40985  0.08
H  -3.50235  0.67855  2.37599  0.12
H  -2.40132  2.01863  -0.84376  0.07
H  -1.24074  3.37423  2.50868  0.08
H  -3.51755  -1.67377  3.23334  0.09
H  2.31647  -2.37031  -5.84421  0.15
H  -3.70412  0.14415  -0.04049  0.13
H  -0.73160  -3.49292  -0.31888  0.12
H  -2.81121  -2.24681  1.72284  0.07
H  -2.72903  2.37442  0.84037  0.09
H  -0.60192  -1.43794  1.36962  0.08
H  0.86645  -0.50170  -6.66614  0.14
H  1.27784  2.26838  3.87299  0.13
H  3.42720  -2.97011  0.84476  0.13
H  0.20352  3.24823  -0.18212  0.03
H  1.26817  3.46930  2.60458  0.12
H  2.00316  -1.12606  2.10574  0.11
H  -1.23309  2.18690  3.80117  0.12
H  1.75019  -4.45433  -0.64125  0.13
H  -1.68738  4.48515  4.68009  0.08
H  1.73727  1.30039  1.56170  0.08
H  -2.08014  -0.49473  -0.05862  0.09
H  -0.15395  5.05845  4.01743  0.08
H  4.10900  -4.29461  -3.77784  0.17
H  -0.05259  1.08692  -5.00796  0.14

Cartesian forces (eV/Å) of the 6 atoms listed first:
Ge 0.206 0.173 0.055
Cr 0.399 -0.468 0.678
O 0.148 0.078 0.114
O -0.283 0.195 -0.209
O -0.125 0.221 -0.109
O 0.048 0.142 0.152

Molecular formula: C20H29CrGeNO4
Method: DFT, ωB97M-V/def2-TZVPD

Calculated values
LUMO (spin up / spin down) (eV): -7.54 / -8.15
Spin multiplicity: 5
Total charge: +2
Frontier orbital gap (spin up / spin down) (eV): 6.58 / 6.68
Calculated total energy (eV): -115812.966
ΔE to the lowest compared entry with this formula, charge and spin (kcal per mole): 19.6
HOMO (spin up / spin down) (eV): -14.1 / -14.8

Each line ends with the Löwdin charge.
Positions of all 56 atoms, in Å:
Ge  0.03575  0.10315  -1.67149  1.14
Cr  1.58025  -1.37048  0.24537  0.78
O  -0.17803  -1.63143  1.37598  0.03
O  3.40621  -0.21371  -0.04870  0.04
O  -1.41358  -0.87048  3.08337  0.22
O  4.82210  1.30322  0.66594  0.24
N  1.73804  0.03048  1.85247  0.08
C  -2.19644  2.73109  -1.62969  -0.28
C  -0.17155  1.64510  -0.45278  -0.32
C  1.22465  -2.98098  -1.12666  -0.24
C  -2.70687  4.02817  -2.24021  -0.09
C  -0.33447  -0.89574  2.35225  -0.40
C  3.71697  0.61918  0.79114  -0.39
C  3.31343  -3.29858  -0.25897  -0.06
C  -3.80712  -1.60797  0.70612  -0.09
C  0.75775  0.93771  3.82402  0.09
C  2.79278  0.83838  1.95819  -0.13
C  -2.30092  -1.74136  -1.30661  -0.27
C  3.44842  -2.60004  -1.49038  -0.08
C  0.73983  0.07129  2.73652  -0.13
C  2.89917  1.73676  3.01737  0.07
C  1.96003  -3.54826  -0.02876  -0.18
C  -3.02597  -0.82403  -0.33304  -0.27
C  2.19242  -2.43039  -2.04066  -0.12
C  1.86883  1.76828  3.95584  0.04
C  -1.41513  -1.02784  -2.32262  -0.31
C  -0.71563  2.82644  -1.29366  -0.28
H  -2.30583  -0.16641  0.17261  0.07
H  -0.83574  1.44097  0.38401  0.06
H  1.96023  -1.94179  -2.97458  0.11
H  -0.05223  0.96285  4.53687  0.14
H  -2.38840  1.90572  -2.32988  0.09
H  -0.96742  -1.73072  -3.03102  0.08
H  1.16533  0.38989  -2.65825  0.00
H  4.99528  1.92079  1.38877  0.14
H  0.19022  -3.20268  -1.34220  0.10
H  -3.75391  3.94623  -2.52094  0.08
H  -4.27537  -0.95608  1.44153  0.09
H  1.54266  -4.16674  0.75235  0.13
H  -2.61288  4.85510  -1.53752  0.08
H  -3.16976  -2.33509  1.21465  0.07
H  -2.01058  -0.33344  -2.93364  0.08
H  -4.60503  -2.19508  0.25117  0.09
H  1.93102  2.45112  4.78973  0.14
H  -0.54193  3.74026  -0.71591  0.13
H  4.37517  -2.23203  -1.89702  0.13
H  -2.09339  -1.47867  2.74190  0.14
H  4.12143  -3.56660  0.40260  0.13
H  -3.69691  -0.15064  -0.87372  0.12
H  -1.70307  -2.45968  -0.73336  0.09
H  -3.03099  -2.34005  -1.85642  0.13
H  3.74215  2.40105  3.13149  0.14
H  -2.14421  4.28575  -3.13669  0.08
H  -0.12118  2.94929  -2.20603  0.11
H  -2.75652  2.49397  -0.72163  0.11
H  0.81093  1.91475  -0.05924  0.06

Cartesian forces (eV/Å) of the 6 atoms listed first:
Ge -0.142 0.108 0.126
Cr 0.120 -0.349 0.178
O 0.295 0.145 -0.183
O 0.217 0.571 0.177
O 0.458 0.144 -0.106
O -0.057 -0.105 -0.100